# 1
Computed, not measured: a gas-phase ion, C2H5N2O (charge +1) at a distorted geometry, with ωB97M-V/def2-TZVPD.

Geometry as XYZ:
```
10
Properties=species:S:1:pos:R:3:nbo_charge:R:1
C -1.205 -0.038 -0.118 0.59
C 0.178 -0.630 -0.395 0.06
N -1.907 0.892 -0.372 -0.62
N 1.324 0.110 0.168 -0.68
O -0.774 -1.011 0.604 -0.39
H 0.174 -1.256 -1.184 0.24
H -2.653 1.242 0.264 0.41
H 1.463 1.055 -0.236 0.48
H 2.086 -0.515 0.101 0.45
H 1.315 0.152 1.168 0.46
```

Gap between HOMO and LUMO (eV): 10.49
E (eV): -7172.4849
Charge: +1
ΔE to the lowest compared entry with this formula, charge and spin (eV): 3.547
LUMO energy (eV): -4.19
Largest force on an atom (hartree/bohr): 0.0990
SMILES: [H]/N=C1\O[C@@H]1[NH3+]

# 2
Computed, not measured: 2 unconnected molecules or ions with the total composition C2H5N2O at a distorted geometry, with ωB97M-V/def2-TZVPD.

Geometry as XYZ:
```
10
Properties=species:S:1:pos:R:3:nbo_charge:R:1
C -1.127 -0.793 -0.271 0.70
C 2.244 1.049 0.721 -0.10
N -0.243 -0.191 0.518 -0.12
N -2.081 -0.568 -1.085 -0.70
O -0.329 -1.662 0.271 -0.25
H 2.651 0.700 -0.195 0.19
H 2.014 2.053 0.889 0.19
H 2.028 0.323 1.419 0.18
H -2.389 0.333 -0.871 0.44
H -2.768 -1.244 -1.398 0.46
```

Gap between HOMO and LUMO (alpha / beta) (eV): 5.46 / 9.71
E (eV): -7168.7576
Charge: +1
ΔE to the lowest compared entry with this formula, charge and spin (eV): 7.274
LUMO energy (alpha / beta) (eV): -7.71 / -5.56
Largest force on an atom (hartree/bohr): 0.0583

# 3
Computed, not measured: 2 unconnected molecules or ions with the total composition C2H5N2O at a distorted geometry, with ωB97M-V/def2-TZVPD.

Geometry as XYZ:
```
10
Properties=species:S:1:pos:R:3:nbo_charge:R:1
C -1.206 -0.288 -0.275 0.25
C 1.820 0.594 -0.236 -0.19
N -2.263 0.043 0.011 -0.11
N 1.854 -0.573 0.230 -0.31
O -3.483 0.447 0.248 -0.43
H 1.182 -1.354 -0.028 0.43
H 2.547 1.229 0.142 0.21
H -4.166 -0.238 0.108 0.53
H 1.083 1.107 -0.822 0.25
H 2.632 -0.966 0.622 0.40
```

Gap between HOMO and LUMO (alpha / beta) (eV): 9.52 / 5.22
Multiplicity: 3
E (eV): -7165.6497
Charge: +1
Expectation value of S²: 2.008
ΔE to the lowest compared entry with this formula, charge and spin (eV): 5.718
LUMO energy (alpha / beta) (eV): -3.13 / -10.83
Largest force on an atom (hartree/bohr): 0.2420

# 4
Computed, not measured: 2 unconnected molecules or ions with the total composition C2H5N2O5 at a distorted geometry, with ωB97M-V/def2-TZVPD.

Geometry as XYZ:
```
14
Properties=species:S:1:pos:R:3:nbo_charge:R:1
C 1.563 -0.117 0.459 0.00
C -1.693 0.260 -0.778 0.41
N 0.794 0.771 -0.332 -0.10
N -1.189 -0.732 0.065 0.33
O 0.384 1.866 0.400 -0.60
O -0.819 -1.810 -0.479 -0.60
O -1.170 -0.578 1.301 -0.50
O 1.905 -1.258 -0.268 -0.75
O -2.036 1.372 -0.368 -0.66
H 2.501 0.370 0.774 0.15
H 0.994 -0.379 1.387 0.19
H -1.702 -0.060 -1.822 0.14
H 1.061 -1.666 -0.538 0.50
H -0.592 1.960 0.199 0.50
```

Gap between HOMO and LUMO (alpha / beta) (eV): 7.29 / 8.58
E (eV): -15368.5214
Charge: -1
LUMO energy (alpha / beta) (eV): 4.11 / 3.98
Largest force on an atom (hartree/bohr): 0.0323

# 5
Computed, not measured: 2 unconnected molecules or ions with the total composition C2H5N3 at a distorted geometry, with ωB97M-V/def2-TZVPD.

Geometry as XYZ:
```
10
Properties=species:S:1:pos:R:3:nbo_charge:R:1
C -2.340 0.485 0.061 0.66
C 2.382 -0.829 0.062 -0.05
N -3.256 0.119 -0.625 -0.75
N 1.800 0.305 0.185 -0.61
N -1.275 0.941 0.470 -0.73
H 3.265 -0.951 -0.562 0.15
H 1.873 -1.704 0.417 0.17
H -4.229 0.006 -0.494 0.41
H 2.299 1.051 -0.366 0.34
H -0.519 0.577 0.852 0.41
```

Gap between HOMO and LUMO (eV): 10.70
E (eV): -6623.4326
ΔE to the lowest compared entry with this formula, charge and spin (eV): 1.505
LUMO energy (eV): 1.00
Largest force on an atom (hartree/bohr): 0.1330
SMILES: N=C=N.C=N

# 6
Computed, not measured: 2 unconnected molecules or ions with the total composition C2H5N3 at a distorted geometry, with ωB97M-V/def2-TZVPD.

Geometry as XYZ:
```
10
Properties=species:S:1:pos:R:3:nbo_charge:R:1
C 2.132 0.055 0.246 0.07
C -0.663 0.129 0.724 0.36
N 3.078 -0.436 -0.232 -0.35
N -1.203 1.002 -0.068 -0.93
N -0.552 -1.049 0.088 -0.93
H 1.241 0.497 0.627 0.21
H -1.478 1.936 0.119 0.40
H -1.576 0.768 -1.007 0.38
H -0.832 -0.959 -0.896 0.38
H -0.147 -1.945 0.400 0.42
```

Gap between HOMO and LUMO (alpha / beta) (eV): 6.32 / 8.22
Multiplicity: 3
E (eV): -6619.2619
Expectation value of S²: 2.004
ΔE to the lowest compared entry with this formula, charge and spin (eV): 0.894
LUMO energy (alpha / beta) (eV): 0.99 / -1.65
Largest force on an atom (hartree/bohr): 0.1263

# 7
Computed, not measured: C2H5N3O in the gas phase at a distorted geometry, with ωB97M-V/def2-TZVPD.

Geometry as XYZ:
```
11
Properties=species:S:1:pos:R:3:nbo_charge:R:1
C -0.155 -0.122 -0.750 0.75
C 0.816 -0.772 1.742 -0.14
H -1.170 -0.081 -2.602 0.41
H -1.592 1.154 -1.338 0.39
H 0.164 1.693 -0.030 0.39
H 0.390 -1.733 1.377 0.20
H 1.220 -0.563 2.721 0.19
N -0.872 0.535 -1.765 -0.87
N 0.166 0.760 0.170 -0.45
N 0.770 0.385 1.265 -0.25
O 0.262 -1.257 -0.791 -0.62
```

Gap between HOMO and LUMO (eV): 10.25
E (eV): -8671.3424
ΔE to the lowest compared entry with this formula, charge and spin (eV): 2.300
LUMO energy (eV): 0.78
Largest force on an atom (hartree/bohr): 0.0733
SMILES: C=NNC(N)=O

# 8
Computed, not measured: C2H5N3O in the gas phase at a distorted geometry, with ωB97M-V/def2-TZVPD.

Geometry as XYZ:
```
11
Properties=species:S:1:pos:R:3:nbo_charge:R:1
C -0.926 0.387 -0.087 0.78
C 1.504 0.512 -0.015 0.29
H -2.929 -0.076 0.160 0.41
H -1.988 -1.500 -0.100 0.39
H 0.390 -1.211 0.041 0.39
H 1.203 1.576 0.153 0.19
H 2.798 -0.817 -0.103 0.31
N -2.015 -0.452 0.054 -0.84
N 0.327 -0.218 -0.106 -0.66
N 2.717 0.192 0.037 -0.64
O -1.081 1.609 -0.034 -0.63
```

Gap between HOMO and LUMO (eV): 10.63
E (eV): -8673.1868
ΔE to the lowest compared entry with this formula, charge and spin (eV): 0.456
LUMO energy (eV): 0.53
Largest force on an atom (hartree/bohr): 0.0643
SMILES: [H]/N=C\NC(N)=O

# 9
Computed, not measured: C2H5N3O in the gas phase at a distorted geometry, with ωB97M-V/def2-TZVPD.

Geometry as XYZ:
```
11
Properties=species:S:1:pos:R:3:nbo_charge:R:1
C 0.640 -0.478 -0.360 0.69
C -2.057 0.830 1.036 -0.14
H 2.449 -0.328 0.851 0.40
H 2.698 -1.059 -0.557 0.38
H 0.758 -1.578 -2.047 0.37
H -2.919 1.287 0.729 0.21
H -1.571 0.597 1.963 0.19
N 1.953 -0.434 -0.025 -0.84
N 0.225 -0.834 -1.529 -0.77
N -1.207 0.749 0.112 -0.07
O 0.036 0.326 0.637 -0.41
```

Gap between HOMO and LUMO (eV): 10.07
E (eV): -8669.4503
ΔE to the lowest compared entry with this formula, charge and spin (eV): 4.192
LUMO energy (eV): 0.85
Largest force on an atom (hartree/bohr): 0.1212
SMILES: [H]/N=C(\N)ON=C

# 10
Computed, not measured: C2H5N3O in the gas phase, with ωB97M-V/def2-TZVPD.

Geometry as XYZ:
```
11
Properties=species:S:1:pos:R:3:nbo_charge:R:1
N 1.373 -0.605 1.397 -0.81
C 1.090 0.096 0.269 0.78
O 1.900 0.385 -0.583 -0.58
N -0.303 0.460 0.229 -0.71
C -1.070 0.082 -0.861 0.29
N -2.126 0.710 -1.182 -0.69
H 2.302 -0.979 1.509 0.40
H 0.623 -0.957 1.968 0.41
H -0.502 1.402 0.551 0.41
H -0.700 -0.830 -1.343 0.15
H -2.588 0.235 -1.955 0.34
```

Gap between HOMO and LUMO (eV): 10.41
E (eV): -8673.2147
ΔE to the lowest compared entry with this formula, charge and spin (eV): 0.428
LUMO energy (eV): 0.80
Largest force on an atom (hartree/bohr): 0.0097
SMILES: [H]/N=C/NC(N)=O

# 11
Computed, not measured: C2H5N3O in the gas phase at a distorted geometry, with ωB97M-V/def2-TZVPD.

Geometry as XYZ:
```
11
Properties=species:S:1:pos:R:3:nbo_charge:R:1
C 0.876 1.075 -0.130 0.26
C -2.180 -0.135 -0.026 -0.09
H 0.811 -1.100 0.206 0.35
H 2.294 -1.490 -0.347 0.36
H 1.087 2.079 -0.491 0.19
H -2.832 -0.928 -0.277 0.19
H -2.462 0.713 0.676 0.21
N 1.862 -0.865 0.306 -0.62
N 1.888 0.377 -0.119 -0.25
N -0.968 -0.414 -0.242 -0.14
O -0.376 0.688 0.445 -0.45
```

Gap between HOMO and LUMO (eV): 10.07
E (eV): -8668.4370
ΔE to the lowest compared entry with this formula, charge and spin (eV): 5.205
LUMO energy (eV): 0.87
Largest force on an atom (hartree/bohr): 0.0951
SMILES: C=NO/C=N\N

# 12
Computed, not measured: C2H5N3O2 in the gas phase at a distorted geometry, with ωB97M-V/def2-TZVPD.

Geometry as XYZ:
```
12
Properties=species:S:1:pos:R:3:nbo_charge:R:1
C -0.950 -1.058 0.704 -0.68
N -1.232 1.073 -0.598 -0.66
C -0.551 0.263 0.122 0.41
O 1.652 -0.559 0.303 -0.55
N 1.014 1.336 -1.269 0.33
N 0.796 0.518 0.045 -0.12
O 2.096 1.812 -1.355 -0.26
H 2.514 -0.146 0.077 0.48
H -2.237 0.939 -0.573 0.35
H -2.037 -1.118 0.782 0.23
H -0.574 -1.871 0.074 0.24
H -0.492 -1.188 1.688 0.24
```

Gap between HOMO and LUMO (alpha / beta) (eV): 8.55 / 8.55
E (eV): -10715.3058
ΔE to the lowest compared entry with this formula, charge and spin (eV): 6.504
LUMO energy (alpha / beta) (eV): -0.39 / -0.39
Largest force on an atom (hartree/bohr): 0.0497
SMILES: [H]/N=C(\C)N(O)N=O

# 13
Computed, not measured: C2H5N3O2 in the gas phase at a distorted geometry, with ωB97M-V/def2-TZVPD.

Geometry as XYZ:
```
12
Properties=species:S:1:pos:R:3:nbo_charge:R:1
C 0.302 0.208 -0.920 0.55
C -0.284 -0.062 1.611 0.16
H 0.840 -0.304 -2.792 0.38
H 0.388 -1.868 -1.065 0.38
H 0.536 0.756 1.760 0.20
H -0.644 -0.178 2.626 0.19
H -0.572 1.795 -0.550 0.37
N 0.484 0.369 -2.111 -0.72
N 0.560 -1.198 -0.375 -0.39
N -0.231 1.120 -0.006 -0.37
O -0.071 -1.315 1.029 -0.38
O -1.307 0.677 0.792 -0.37
```

Gap between HOMO and LUMO (eV): 10.35
E (eV): -10714.1629
ΔE to the lowest compared entry with this formula, charge and spin (eV): 7.647
LUMO energy (eV): 0.94
Largest force on an atom (hartree/bohr): 0.1348
SMILES: N=C1NOCON1

# 14
Computed, not measured: 2 unconnected molecules or ions with the total composition C2H5N3O2 at a distorted geometry, with ωB97M-V/def2-TZVPD.

Geometry as XYZ:
```
12
Properties=species:S:1:pos:R:3:nbo_charge:R:1
C -1.725 -0.350 0.023 -0.31
N -0.950 0.912 -0.011 -0.66
C -0.662 -0.054 -0.968 0.69
N 1.788 -0.403 -0.118 -0.69
N 1.686 0.677 0.854 0.27
O 1.130 0.383 1.865 -0.32
O -0.524 -0.126 -2.172 -0.56
H -0.656 1.689 0.562 0.42
H 2.327 -0.161 -0.940 0.39
H 1.898 -1.357 0.231 0.38
H -2.777 -0.165 -0.162 0.19
H -1.535 -1.044 0.837 0.19
```

Gap between HOMO and LUMO (eV): 9.72
E (eV): -10715.2638
ΔE to the lowest compared entry with this formula, charge and spin (eV): 6.546
LUMO energy (eV): 0.03
Largest force on an atom (hartree/bohr): 0.0888
SMILES: O=C1CN1.NN=O

# 15
Computed, not measured: a molecular structure, C2H5N3O2 at a distorted geometry, with ωB97M-V/def2-TZVPD.

Geometry as XYZ:
```
12
Properties=species:S:1:pos:R:3:nbo_charge:R:1
C 2.218 -0.070 -0.028 -0.41
N 0.862 -0.104 0.475 -0.59
C -0.004 -0.789 -0.170 0.78
O -0.203 -1.908 -0.537 -0.52
H 2.276 0.077 -1.112 0.19
H 2.745 0.749 0.468 0.20
H 2.735 -1.000 0.239 0.19
N -2.468 0.266 0.383 -0.56
N -1.402 0.574 -0.390 0.22
O -0.723 1.547 0.055 -0.28
H -2.980 1.090 0.683 0.39
H -3.056 -0.431 -0.064 0.39
```

Gap between HOMO and LUMO (eV): 7.13
E (eV): -10715.1075
ΔE to the lowest compared entry with this formula, charge and spin (eV): 6.703
LUMO energy (eV): -1.41
Largest force on an atom (hartree/bohr): 0.1450

# 16
Computed, not measured: 2 unconnected molecules or ions with the total composition C2H5N3O3 at a distorted geometry, with ωB97M-V/def2-TZVPD.

Geometry as XYZ:
```
13
Properties=species:S:1:pos:R:3:nbo_charge:R:1
C 0.984 -0.442 -0.002 0.53
C -2.998 0.542 -0.345 1.04
N 2.215 -1.110 -0.141 -0.84
N 0.151 -0.924 0.844 -0.28
N 0.840 0.760 -0.660 -0.87
O -2.412 1.306 -0.968 -0.54
O -3.697 -0.164 0.197 -0.50
O -1.001 -0.195 1.138 -0.61
H 2.621 -1.415 0.695 0.41
H 2.665 -1.071 -0.996 0.38
H 1.316 1.083 -1.489 0.40
H 0.176 1.481 -0.290 0.41
H -0.860 0.148 2.018 0.47
```

Gap between HOMO and LUMO (eV): 9.59
E (eV): -12766.7544
ΔE to the lowest compared entry with this formula, charge and spin (eV): 0.847
LUMO energy (eV): 0.64
Largest force on an atom (hartree/bohr): 0.0592
SMILES: NC(N)=NO.O=C=O

# 17
Computed, not measured: a molecular structure, C2H5N3O3 at a distorted geometry, with ωB97M-V/def2-TZVPD.

Geometry as XYZ:
```
13
Properties=species:S:1:pos:R:3:nbo_charge:R:1
C 0.821 0.738 0.147 0.47
C -2.124 -0.716 -0.285 0.62
H 1.821 -1.824 -0.151 0.47
H 2.065 0.266 -1.671 0.39
H -0.149 2.289 0.197 0.35
H -0.788 0.727 1.800 0.40
H -2.573 -1.530 -0.835 0.16
N 1.576 -0.160 -0.487 -0.36
N 0.875 1.951 -0.063 -0.63
N -0.107 0.021 1.033 -0.36
O 2.325 -1.181 0.189 -0.50
O -0.972 -0.975 0.299 -0.38
O -2.771 0.394 -0.173 -0.62
```

Gap between HOMO and LUMO (eV): 10.25
E (eV): -12760.7270
ΔE to the lowest compared entry with this formula, charge and spin (eV): 6.874
LUMO energy (eV): 0.25
Largest force on an atom (hartree/bohr): 0.1452

# 18
Computed, not measured: a molecular structure, C2H5N3O3 at a distorted geometry, with ωB97M-V/def2-TZVPD.

Geometry as XYZ:
```
13
Properties=species:S:1:pos:R:3:nbo_charge:R:1
C 1.418 -0.383 -1.267 -0.29
C 0.199 -0.403 -0.596 0.59
N -0.903 0.405 1.702 -0.64
N 0.261 0.532 1.018 -0.50
N 1.673 -0.923 -2.441 0.46
O 0.673 -1.742 -2.926 -0.51
O 2.635 -0.670 -3.131 -0.35
O -0.819 -0.943 -0.797 -0.58
H 2.171 0.361 -0.877 0.24
H -1.608 1.021 1.655 0.35
H -1.142 -0.538 1.551 0.36
H 0.467 1.386 0.555 0.34
H 0.088 -2.033 -2.178 0.51
```

Gap between HOMO and LUMO (alpha / beta) (eV): 7.33 / 7.33
E (eV): -12761.5118
ΔE to the lowest compared entry with this formula, charge and spin (eV): 6.089
LUMO energy (alpha / beta) (eV): -0.76 / -0.76
Largest force on an atom (hartree/bohr): 0.0965

# 19
Computed, not measured: C2H5N3O3 in the gas phase at a distorted geometry, with ωB97M-V/def2-TZVPD.

Geometry as XYZ:
```
13
Properties=species:S:1:pos:R:3:nbo_charge:R:1
C 0.411 1.018 -0.870 0.52
C -0.628 -0.805 0.338 0.76
H 2.019 -0.577 -1.511 0.39
H 0.936 -1.796 -1.521 0.36
H -0.302 1.649 -0.331 0.15
H -1.896 -0.329 1.727 0.38
H -0.891 1.709 2.035 0.47
N 1.434 -1.165 -0.897 -0.62
N 0.438 -0.300 -0.385 -0.33
N -1.258 0.150 1.083 -0.37
O 1.229 1.421 -1.698 -0.59
O -1.110 -1.885 0.137 -0.57
O -0.383 0.910 1.893 -0.55
```

Gap between HOMO and LUMO (eV): 10.02
E (eV): -12765.6044
ΔE to the lowest compared entry with this formula, charge and spin (eV): 1.997
LUMO energy (eV): 0.37
Largest force on an atom (hartree/bohr): 0.0421
SMILES: NN(C=O)C(=O)NO

# 20
Computed, not measured: C2H5N3OS in the gas phase at a distorted geometry, with ωB97M-V/def2-TZVPD.

Geometry as XYZ:
```
12
Properties=species:S:1:pos:R:3:nbo_charge:R:1
C 0.772 0.279 1.035 -0.10
C -0.035 1.207 0.159 0.58
H 0.655 -0.602 -1.125 0.34
H 2.007 -1.763 -0.959 0.38
H 0.870 0.512 2.173 0.23
H -1.749 1.504 -0.829 0.42
H -1.939 -1.528 -0.417 0.13
N 1.036 -1.377 -0.552 -0.61
N 1.303 -0.823 0.622 -0.21
N -1.136 0.685 -0.456 -0.77
O 0.380 2.351 -0.061 -0.56
S -2.164 -0.446 0.411 0.17
```

Gap between HOMO and LUMO (eV): 9.84
E (eV): -19505.8038
ΔE to the lowest compared entry with this formula, charge and spin (eV): 3.147
LUMO energy (eV): 0.42
Largest force on an atom (hartree/bohr): 0.0715
SMILES: N/N=C\C(=O)NS